{"formula": "H2N2O3", "method": "ωB97M-V/def2-TZVPD", "homo_lumo_gap_ev": [10.2, 7.6], "lumo_energy_ev": [0.1, -1.4], "e_homo_ev": [-10.07, -8.95], "e_tot_ha": -336.19315, "symbols": ["N", "N", "O", "O", "O", "H", "H"], "positions_angstrom": [[-0.1380, -0.2750, 0.0455], [-2.7109, -0.0602, 0.0036], [-1.9961, 0.8789, 0.0342], [-3.9070, -0.1508, 0.0244], [-0.6425, -1.4444, -0.0293], [0.1235, 0.2954, 0.8008], [0.2862, -0.0804, -0.7977]], "atomic_forces_ev_per_a": [[0.372, -2.984, -1.461], [-0.970, -0.784, -0.084], [-0.758, 1.333, 0.017], [0.542, 0.038, 0.000], [-0.285, 0.981, 1.638], [-0.091, 0.038, 1.980], [1.191, 1.379, -2.092]]}

{"formula": "H2N2O3S", "method": "ωB97M-V/def2-TZVPD", "homo_lumo_gap_ev": 7.9, "lumo_energy_ev": -1.5, "e_homo_ev": -9.32, "e_tot_ha": -734.50093, "symbols": ["N", "N", "O", "O", "O", "S", "H", "H"], "positions_angstrom": [[-0.0815, -1.5901, 0.3639], [0.5804, -0.6820, 0.1343], [-2.9113, 0.0077, -0.7049], [-4.9327, 0.7073, 0.4272], [0.1524, 0.5269, -0.5975], [-4.1164, -0.3892, -0.0172], [1.5715, -0.4735, 0.3516], [-0.7927, 0.4338, -0.8149]], "atomic_forces_ev_per_a": [[-0.405, -1.095, 0.444], [-0.072, 0.624, -0.338], [-0.485, -0.675, 0.242], [-0.055, -0.782, 0.054], [0.506, 0.774, -0.219], [0.562, 1.485, -0.326], [-0.169, 0.123, -0.127], [0.118, -0.454, 0.270]]}

{"formula": "H2N2O3S", "method": "ωB97M-V/def2-TZVPD", "homo_lumo_gap_ev": [8.5, 8.5], "lumo_energy_ev": [-1.7, -1.7], "e_homo_ev": [-10.20, -10.14], "e_tot_ha": -734.41078, "symbols": ["N", "N", "O", "O", "O", "S", "H", "H"], "positions_angstrom": [[0.1086, -0.6066, 0.2683], [-2.1224, 0.6341, 1.5761], [-1.9738, 0.0214, 2.5768], [-2.2639, 1.7856, 1.3752], [-2.6338, 0.5382, -0.9680], [-2.2457, -0.4216, -0.0445], [0.5256, -0.2897, -0.5870], [0.2454, 0.1176, 0.9680]], "atomic_forces_ev_per_a": [[-3.079, -0.656, 0.423], [-0.379, -1.190, -1.523], [0.312, -0.611, 1.472], [-0.078, 1.565, 0.053], [-1.091, 2.563, -2.955], [4.350, -2.401, 3.339], [-0.020, 0.483, -0.730], [-0.016, 0.249, -0.079]]}